(1)
C4H11N2OS | the ωB97M-V functional and the def2-TZVPD basis

Last column: Mulliken charge in e.
Positions of all 19 atoms, in Å:
N  -0.032  -1.549  -0.871  -0.3291
C  -0.390  -0.423  0.073  -0.0842
C  0.588  0.672  -0.185  -0.7838
C  2.083  0.661  0.152  -0.4980
S  2.319  -0.695  1.433  -0.2721
C  -1.851  -0.031  -0.259  0.3920
N  -2.180  1.190  0.359  -0.4544
O  -2.608  -0.276  -1.198  -0.5713
H  -0.504  -2.494  -0.653  0.3890
H  0.992  -1.762  -0.975  0.3557
H  -0.392  -1.328  -1.835  0.4247
H  -0.253  -0.826  1.091  0.2956
H  0.194  1.545  0.371  0.3773
H  0.321  1.086  -1.255  0.3523
H  2.746  0.266  -0.714  0.3033
H  2.294  1.727  0.472  0.3797
H  1.616  -0.819  2.580  0.1754
H  -3.155  1.750  0.123  0.3107
H  -1.787  1.307  1.291  0.2372

Values from the calculation:
DFT total energy = -741.63979 hartree
net charge = +1
highest occupied orbital energy = -13.34 eV
ΔE to the lowest compared entry with this formula, charge and spin = 60.6 kcal/mol
F_max = 5.88 eV Å⁻¹
orbital gap = 0.35936 Ha



(2)
C3H4O | the ωB97M-V functional and the def2-TZVPD basis

Last column: Mulliken charge in e.
Positions of all 8 atoms, in Å:
C  -0.920  -0.084  -0.023  0.4770
C  0.352  -0.853  -0.024  -0.4774
C  0.264  0.754  -0.009  -0.4596
O  -2.127  0.044  -0.016  -0.5005
H  0.680  -1.231  1.026  0.2414
H  0.733  -1.172  -1.035  0.2645
H  0.466  1.355  -0.888  0.2482
H  0.551  1.188  0.969  0.2063

Values from the calculation:
DFT total energy = -191.86681 hartree
highest occupied orbital energy = -9.37 eV
ΔE to the lowest compared entry with this formula, charge and spin = 27.1 kcal/mol
F_max = 2.48 eV Å⁻¹
orbital gap = 0.37619 Ha



(3)
C11H34BrN8O5 | the ωB97M-V functional and the def2-TZVPD basis

Last column: Mulliken charge in e.
Positions of all 59 atoms, in Å:
Br  -0.922  -0.239  1.019  -0.7786
C  -3.577  -0.814  -2.272  0.4738
O  -4.287  -1.373  -3.134  -0.7425
N  -2.231  -0.808  -2.210  0.0977
N  -4.203  -0.302  -1.168  -0.3320
H  -1.730  -1.122  -3.025  0.1506
H  -1.746  -0.308  -1.483  -0.1024
H  -5.197  -0.422  -1.212  0.2175
H  -3.694  -0.058  -0.332  0.1904
C  -2.862  -4.079  1.457  0.5535
O  -3.144  -5.263  1.693  -0.7205
N  -3.583  -3.293  0.630  -0.3159
N  -1.777  -3.463  2.000  -0.1875
H  -3.262  -2.397  0.301  0.1820
H  -4.249  -3.762  0.039  0.2389
H  -1.183  -3.831  2.714  0.1620
H  -1.574  -2.504  1.746  -0.0600
C  -1.254  3.404  -0.982  0.5523
O  -1.724  4.434  -1.466  -0.7174
N  -0.677  2.385  -1.663  -0.1665
N  -1.341  3.161  0.371  -0.1710
H  -0.668  2.359  -2.664  0.1980
H  -0.423  1.546  -1.165  -0.0334
H  -1.044  2.259  0.724  0.0347
H  -1.748  3.837  0.984  0.1700
C  3.792  4.288  2.564  -1.5637
C  2.916  3.389  1.699  0.6020
C  2.460  2.158  2.448  -0.5942
O  1.414  2.546  3.365  -0.4021
C  0.898  1.472  4.093  -0.4994
N  1.778  4.181  1.204  -0.6881
H  4.502  3.774  3.214  0.3330
H  3.151  4.792  3.297  0.3280
H  4.163  5.142  1.997  0.3855
H  3.436  3.006  0.816  0.3459
H  3.228  1.751  3.106  0.5100
H  2.028  1.433  1.755  0.1231
H  0.330  0.829  3.410  -0.0078
H  0.168  1.738  4.860  0.2695
H  1.611  0.819  4.610  0.3092
H  1.715  4.159  0.194  0.2904
H  0.904  3.797  1.545  0.2704
C  2.820  -1.748  -3.060  -1.4842
C  1.631  -1.292  -2.217  0.5271
C  0.968  -2.544  -1.642  -0.2855
O  0.306  -3.278  -2.691  -0.3894
C  -0.815  -3.995  -2.174  -0.4580
N  2.094  -0.407  -1.139  -0.5725
H  2.547  -2.619  -3.670  0.3378
H  3.647  -2.188  -2.493  0.3209
H  3.187  -1.017  -3.781  0.3407
H  0.994  -0.714  -2.887  0.1949
H  0.158  -2.187  -1.001  0.2234
H  1.705  -3.138  -1.097  0.3697
H  -0.584  -4.926  -1.654  0.2761
H  -1.428  -4.175  -3.057  0.3027
H  -1.400  -3.385  -1.486  0.0389
H  1.280  -0.032  -0.643  0.0316
H  2.492  -0.976  -0.390  0.3202

Values from the calculation:
DFT total energy = -3828.00442 hartree
net charge = -1
highest occupied orbital energy = -6.56 eV
ΔE to the lowest compared entry with this formula, charge and spin = 0.4 kcal/mol
F_max = 2.36 eV Å⁻¹
orbital gap = 0.34427 Ha



What is the formula in the first record? C4H11N2OS



Look up the ΔE to the lowest compared entry with this formula, charge and spin of the second one. 27.1 kcal/mol



orbital gap of number 2 (C3H4O)? 0.37619 Ha